{
  "formula": "C30H19Cl2F10N5Pd",
  "method": "the ωB97M-V functional and the def2-TZVPD basis",
  "symbols": ["Pd", "C", "N", "C", "C", "N", "C", "C", "F", "C", "F", "C", "F", "C", "F", "C", "F", "C", "C", "N", "C", "C", "F", "C", "F", "C", "F", "C", "F", "C", "F", "H", "H", "H", "H", "H", "H", "H", "H", "H", "H", "H", "Cl", "C", "C", "C", "C", "C", "Cl", "C", "N", "H", "H", "H", "N", "C", "C", "C", "C", "C", "C", "C", "H", "H", "H", "H", "H"],
  "xyz": [[0.380919, -0.311417, 0.425734], [1.250045, 3.049968, 0.811003], [1.832039, 1.708871, 0.827836], [2.546760, 1.468924, 2.085177], [2.878773, 0.005748, 2.291407], [1.638490, -0.737842, 2.209759], [1.653878, -2.093495, 2.412387], [0.420799, -2.726394, 2.679801], [-0.696396, -1.999182, 2.653842], [0.312549, -4.055800, 3.022567], [-0.882890, -4.583527, 3.294008], [1.444097, -4.851084, 3.090596], [1.348998, -6.141188, 3.412092], [2.674741, -4.284985, 2.816307], [3.775305, -5.038698, 2.865281], [2.771201, -2.947532, 2.481307], [4.006838, -2.487229, 2.208087], [2.736835, 1.582917, -0.343269], [2.880554, 0.189080, -0.918007], [1.609572, -0.377968, -1.338071], [-0.156305, -0.410470, -3.234515], [1.567953, -2.294655, -3.088335], [2.392479, -3.109676, -3.698941], [-0.524665, -0.521420, -4.598517], [-0.066772, -1.427559, -5.452652], [-1.380636, 0.548759, -4.882820], [-1.879672, 0.822119, -6.085208], [-1.633600, 1.259854, -3.731137], [-2.389270, 2.355328, -3.628022], [-1.022605, 0.607691, -2.545256], [-0.372395, 1.527773, -1.705976], [2.021485, 3.827803, 0.891296], [0.687824, 3.194708, -0.110025], [0.566920, 3.154408, 1.653653], [3.454002, 2.088356, 2.129519], [1.884091, 1.769790, 2.898552], [3.678274, -0.318131, 1.623446], [3.277946, -0.109260, 3.307345], [2.364888, 2.243057, -1.125233], [3.750355, 1.908539, -0.071598], [3.562850, 0.190137, -1.777892], [3.335895, -0.510164, -0.220627], [0.806180, -1.235030, -2.266407], [-0.249045, -1.945140, -1.264959], [-0.168909, -3.254914, -0.730579], [-1.151290, -3.845995, -0.008341], [-2.326267, -3.130878, 0.324594], [-2.514365, -1.874264, -0.139044], [-3.955379, -1.009505, 0.281129], [-1.584956, -1.215668, -1.025175], [-1.970066, -0.150062, -1.676206], [0.671309, -3.857593, -1.071775], [-1.027102, -4.871680, 0.307573], [-3.078478, -3.577539, 0.960165], [-1.301379, 0.837994, 1.454382], [-1.904183, 1.762731, 1.139390], [-2.627010, 2.885072, 0.621476], [-2.659268, 4.094046, 1.313721], [-3.372491, 5.153227, 0.780632], [-4.043092, 5.000285, -0.427348], [-4.009991, 3.789676, -1.106603], [-3.300837, 2.719536, -0.587096], [-2.137114, 4.191733, 2.256355], [-3.409819, 6.096852, 1.308081], [-4.596305, 5.833317, -0.841315], [-4.538848, 3.675742, -2.043098], [-3.253439, 1.761901, -1.094458]],
  "atomic_forces_ev_per_a": [[0.3456, 0.7991, 0.7048], [-0.2303, -0.0487, 0.1956], [0.4168, -0.3172, -0.7611], [-0.2378, 0.0408, 0.1516], [-0.1048, -0.0172, 0.1695], [-0.3224, -0.4222, -0.5659], [0.1299, 0.0276, 0.3036], [-0.0025, 0.0116, 0.1203], [0.0136, 0.0118, 0.0442], [0.0051, -0.0078, -0.0605], [-0.0077, -0.0042, -0.0325], [0.0066, -0.0010, 0.0204], [-0.0111, -0.0106, -0.0104], [-0.0172, -0.0035, -0.0176], [0.0030, 0.0027, -0.0023], [-0.0092, 0.0030, -0.0886], [0.0022, 0.0078, -0.0010], [-0.1653, 0.0464, 0.1214], [0.8415, -0.8852, -1.5183], [-0.9426, 0.6835, 2.6185], [0.3567, 1.1971, -0.3431], [-1.4369, 0.7075, 0.2671], [0.2844, 0.2873, 0.1572], [0.1376, 0.3152, -0.1312], [0.0536, 0.0560, -0.0513], [-0.1018, 0.0413, 0.1523], [0.0093, -0.0194, -0.0096], [-0.0991, -0.0606, -0.2272], [-0.1203, -0.1116, 0.0044], [-1.2557, -2.4298, 0.9594], [0.1681, 0.4036, -0.2687], [0.0080, -0.0149, -0.0161], [-0.0090, -0.0085, 0.0049], [0.0144, -0.0016, -0.0035], [0.0041, -0.0155, 0.0384], [-0.0182, 0.0518, -0.0442], [-0.0254, 0.0010, -0.0353], [0.0765, 0.0183, -0.0279], [-0.0114, -0.0345, -0.0288], [-0.0252, 0.1063, -0.0376], [0.0409, 0.4107, 0.0335], [-0.1406, 0.0317, 0.1397], [4.9287, -2.3233, -4.1556], [-5.0861, -0.0849, 4.5866], [1.1571, -0.3280, -1.2591], [-0.1049, 0.0031, 0.0901], [0.1047, 0.0536, 0.1150], [0.0071, -0.0791, 0.1398], [-0.0023, -0.0699, -0.0863], [1.3060, 0.1624, -2.0359], [0.1375, 1.7693, 0.2159], [0.1309, 0.0763, 0.2596], [-0.0227, 0.0067, 0.0351], [0.0021, -0.0187, -0.0101], [-0.0369, -0.0205, 0.2807], [0.0509, -0.0135, -0.1898], [-0.1616, -0.0279, 0.0714], [-0.0121, -0.0011, -0.0160], [0.0210, 0.0045, 0.0004], [-0.0005, -0.0173, -0.0056], [0.0066, 0.0518, 0.0325], [-0.0588, -0.0154, -0.0362], [-0.0045, 0.0083, 0.0041], [0.0064, 0.0038, -0.0069], [-0.0110, -0.0010, 0.0085], [0.0283, -0.0001, -0.0132], [-0.0092, 0.0132, 0.0510]],
  "e_homo_ha": [-0.23481, -0.27497],
  "max_force_ev_per_a": 6.9,
  "homo_lumo_gap_ev": [5.922, 5.710],
  "de_lowest_kcal_mol": 396.9,
  "multiplicity": 5
}